(1)
ORCA calculation (the ωB97M-V functional and the def2-TZVPD basis) on one molecule with the formula C3H2N4O.

XYZ file:
```
10
Properties=species:S:1:pos:R:3:nbo_charge:R:1
O -1.1466 2.0365 0.1930 -0.48
C -0.6254 0.9838 0.3949 0.56
C 0.7982 0.8671 0.6151 0.04
N 1.5510 0.2188 -0.2493 -0.24
N 1.1576 -0.4472 -1.3617 0.07
N 0.1748 -1.2728 -1.3419 -0.21
C -0.7401 -1.2999 -0.2167 0.25
N -1.2703 -0.2853 0.3935 -0.43
H 1.2548 1.4208 1.5105 0.24
H -1.1539 -2.2218 0.0625 0.20
```

Calculated values
HOMO level	-10.315	eV
gap between HOMO and LUMO	8.967	eV
strongest force on any atom	0.0625	Eh/bohr
E	-409.650215	Ha
energy above the lowest of the compared OMol25 structures with the same formula, charge and spin	204.74	kJ/mol
SMILES string	O=c1cnnncn1

***

(2)
ORCA calculation (the ωB97M-V functional and the def2-TZVPD basis) on C23H47N5O4PPtS as an isolated structure.

XYZ file:
```
82
Properties=species:S:1:pos:R:3:mulliken_charge:R:1
Pt -0.8017 0.8590 1.7464 1.36
C 1.5951 5.6563 3.5228 -1.05
N 1.8123 4.5397 2.5843 0.04
C 3.1966 4.2573 2.1835 -1.08
C 0.8153 3.8716 2.0333 0.47
N 1.0576 2.8102 1.2820 -0.13
N -0.4731 4.3445 2.2346 -0.04
C -1.6571 3.6841 2.5225 0.60
N -2.6908 4.5087 2.7344 -0.38
N -1.7249 2.3981 2.6896 -0.29
H 2.4040 5.6424 4.2476 0.41
H 0.6549 5.5283 4.0503 0.36
H 1.6127 6.6077 2.9898 0.37
H 3.8434 4.9781 2.6716 0.35
H 3.3085 4.3628 1.1030 0.42
H 3.4947 3.2591 2.5106 0.38
H 2.0005 2.4702 1.1524 0.16
H -0.5591 5.3382 2.0731 0.31
H -2.6150 5.5113 2.6867 0.19
H -3.6016 4.1380 2.9529 0.23
H -2.6078 2.1249 3.1070 0.24
C -1.2570 3.8232 -3.3075 -0.78
S -0.4685 3.8153 -1.6616 1.24
O -1.1516 4.6031 -0.7103 -0.37
O 0.9238 3.6128 -1.7044 -0.29
O 0.0990 2.1540 0.5538 -0.53
H -0.4424 4.1908 -3.9344 0.44
H -2.1002 4.5010 -3.1889 0.43
H -1.5609 2.8127 -3.5743 0.34
O 0.1879 -0.6982 0.9296 -1.39
P -0.2486 -1.8033 -0.0832 -1.64
C -1.8309 -2.5279 0.4844 0.93
C -2.8999 -1.4096 0.6535 -0.64
C -3.4167 -1.2992 2.0845 -1.13
C -2.2590 -1.2242 3.0596 0.57
C -1.3560 -2.4640 2.9952 -0.65
C -1.6717 -3.3435 1.7807 -1.62
C -0.5878 -1.0453 -1.6924 0.96
C 0.5949 -0.1965 -2.1889 -0.59
C 0.2665 0.3864 -3.5606 0.07
C -0.0043 -0.7029 -4.6184 -1.21
C -0.1926 -2.0816 -3.9873 -0.68
C -1.1257 -2.0178 -2.7807 -1.07
C 1.0657 -3.0361 -0.0158 0.42
C 2.4905 -2.4139 -0.0822 -0.83
C 3.2631 -2.9010 -1.3054 -0.51
C 3.3789 -4.4274 -1.3409 -0.85
C 2.0814 -5.1288 -0.9033 -0.96
C 0.8785 -4.1949 -1.0142 -0.59
H -2.1658 -3.2034 -0.3060 1.05
H -3.7125 -1.5401 -0.0605 0.31
H -2.4673 -0.4249 0.4261 -0.03
H -4.0108 -2.1726 2.3635 0.43
H -4.0805 -0.4378 2.1722 0.45
H -2.5781 -0.9921 4.0741 0.47
H -1.5825 -0.2955 2.8184 -0.77
H -1.4900 -3.0382 3.9124 0.50
H -0.3084 -2.1624 2.9785 0.42
H -2.6047 -3.8855 1.9418 0.55
H -0.9082 -4.1123 1.6730 0.46
H -1.3872 -0.3413 -1.4209 0.55
H 1.5076 -0.7923 -2.2469 -0.22
H 0.7849 0.6074 -1.4736 0.20
H 1.0821 1.0360 -3.8838 0.65
H -0.6173 1.0368 -3.4539 -0.56
H 0.8182 -0.7388 -5.3325 0.35
H -0.8941 -0.4491 -5.1979 0.37
H 0.7787 -2.4899 -3.6959 0.12
H -0.6050 -2.7729 -4.7219 0.59
H -1.2927 -3.0191 -2.3828 0.53
H -2.1029 -1.6625 -3.1155 0.48
H 0.9222 -3.4543 0.9854 0.75
H 3.0315 -2.7053 0.8194 0.54
H 2.4437 -1.3235 -0.0641 0.25
H 4.2589 -2.4565 -1.2956 0.60
H 2.7826 -2.5412 -2.2218 0.02
H 4.2014 -4.7437 -0.6977 0.33
H 3.6528 -4.7419 -2.3486 0.37
H 2.1602 -5.4783 0.1299 0.39
H 1.9057 -6.0188 -1.5069 0.41
H -0.0451 -4.7381 -0.7972 0.48
H 0.8013 -3.8217 -2.0361 -0.04
```

Calculated values
net charge	+3
HOMO level	-16.916	eV
gap between HOMO and LUMO	4.693	eV
strongest force on any atom	0.0322	Eh/bohr
E	-2337.168261	Ha
energy above the lowest of the compared OMol25 structures with the same formula, charge and spin	0.00	kJ/mol

***

(3)
ORCA calculation (the ωB97M-V functional and the def2-TZVPD basis) on one molecule with the formula C5H10O2.

XYZ file:
```
17
Properties=species:S:1:pos:R:3:nbo_charge:R:1
O 2.8459 -0.1889 -0.2333 -0.71
C 1.6548 -0.8500 0.1100 -0.07
C 0.4325 -0.2586 -0.5800 0.06
C -0.8777 -0.8833 -0.0439 -0.43
C -1.4816 0.3372 0.6361 -0.43
C -1.1009 1.4235 -0.3402 -0.07
O 0.3250 1.1661 -0.3554 -0.55
H 2.6663 0.7521 -0.1062 0.47
H 1.4963 -0.8726 1.2045 0.15
H 1.7582 -1.8908 -0.2294 0.18
H 0.5472 -0.3925 -1.6609 0.18
H -0.6949 -1.6937 0.6665 0.21
H -1.4877 -1.2842 -0.8611 0.21
H -0.7658 0.6163 1.4117 0.21
H -2.4791 0.2719 1.0664 0.22
H -1.3471 2.4318 0.0134 0.20
H -1.4853 1.3031 -1.3616 0.17
```

Calculated values
HOMO level	-9.852	eV
gap between HOMO and LUMO	10.880	eV
strongest force on any atom	0.0181	Eh/bohr
E	-346.960476	Ha
energy above the lowest of the compared OMol25 structures with the same formula, charge and spin	170.54	kJ/mol
SMILES string	OC[C@H]1CCCO1

***

(4)
ORCA calculation (the ωB97M-V functional and the def2-TZVPD basis) on one molecule with the formula C3H11N2OP3.

XYZ file:
```
20
Properties=species:S:1:pos:R:3:nbo_charge:R:1
C 1.9530 -1.0239 0.7838 -0.61
C 2.0366 0.4076 0.2368 -0.43
C 1.7685 0.3592 -1.2692 -0.08
O 0.6609 1.0603 -1.6661 -0.39
N -0.5232 0.8452 -0.9229 -0.65
P -1.2060 -0.6054 -0.7706 1.17
N -2.6741 -0.1320 -0.0721 -1.33
P -3.8252 -1.3405 0.4438 0.54
P -3.1637 1.5882 0.1527 0.51
H 2.2367 -1.0328 1.7911 0.21
H 0.9366 -1.4272 0.6467 0.20
H 2.6583 -1.6714 0.3206 0.20
H 3.1023 0.8178 0.4394 0.19
H 1.3995 1.1166 0.6409 0.22
H 2.8271 0.5861 -1.7484 0.21
H 1.6021 -0.7936 -1.3729 0.14
H -4.5894 -1.6021 -0.7329 -0.05
H -4.7520 -0.4194 0.8611 -0.04
H -2.2074 1.9150 -0.7309 0.01
H -2.1495 1.7217 1.1750 -0.03
```

Calculated values
HOMO level	-8.620	eV
gap between HOMO and LUMO	8.597	eV
strongest force on any atom	0.0877	Eh/bohr
E	-1329.555178	Ha
energy above the lowest of the compared OMol25 structures with the same formula, charge and spin	0.00	kJ/mol
SMILES string	CCCO/N=P/N(P)P

***

(5)
ORCA calculation (the ωB97M-V functional and the def2-TZVPD basis) on one molecule with the formula C3H12OSi2.

XYZ file:
```
18
Properties=species:S:1:pos:R:3:nbo_charge:R:1
C 0.9502 -2.1808 -0.4148 -0.62
C 1.2384 -0.7712 0.2253 -0.85
Si 0.4681 0.7858 -0.6276 1.62
C 0.8902 2.3142 0.4145 -1.13
O -1.3488 0.4494 -0.6645 -1.29
Si -2.6223 -0.0575 0.1263 1.26
H 1.0870 -2.9261 0.5339 0.21
H -0.1423 -2.0876 -0.6828 0.22
H 1.5828 -2.3695 -1.3070 0.22
H 2.3939 -0.5541 0.3374 0.22
H 0.8830 -0.6585 1.1784 0.22
H 0.4923 0.7139 -2.1828 -0.17
H 1.4296 3.1840 -0.1965 0.25
H -0.0342 2.7556 0.9899 0.27
H 1.5504 2.0903 1.1368 0.23
H -3.7953 0.7606 -0.2843 -0.20
H -2.8452 -1.5669 -0.1718 -0.22
H -2.1778 0.1184 1.5895 -0.23
```

Calculated values
HOMO level	-10.012	eV
gap between HOMO and LUMO	10.862	eV
strongest force on any atom	0.0998	Eh/bohr
E	-775.727844	Ha
energy above the lowest of the compared OMol25 structures with the same formula, charge and spin	75.73	kJ/mol
SMILES string	CC[Si@H](C)O[SiH3]

***

(6)
ORCA calculation (the ωB97M-V functional and the def2-TZVPD basis) on C44H59N4O4PSTi as an isolated structure.

XYZ file:
```
114
Properties=species:S:1:pos:R:3:mulliken_spin:R:1
Ti 0.3106 1.2369 -0.0893 0.79
C -1.9469 3.4215 0.1215 0.04
O -1.2342 2.4078 0.8643 0.02
C -0.9055 2.8371 2.1984 -0.01
C -0.2910 1.6512 2.9016 0.01
O 0.6578 1.0816 1.9742 0.01
C 1.9351 0.6321 2.4566 0.00
C 2.4892 -0.2667 1.3768 0.03
O 2.3154 0.4172 0.1200 0.02
C 2.9382 -0.2794 -0.9766 0.03
H -2.9133 3.5973 0.5938 0.00
H -1.3596 4.3389 0.1026 0.00
H -2.0847 3.0452 -0.8898 -0.02
H -0.2014 3.6689 2.1382 0.00
H -1.8088 3.1704 2.7131 0.00
H 0.2184 1.9687 3.8112 0.00
H -1.0225 0.8757 3.1312 -0.01
H 2.5718 1.5020 2.6302 0.00
H 1.8099 0.0729 3.3842 0.00
H 3.5511 -0.4531 1.5461 0.00
H 1.9397 -1.2123 1.3442 -0.02
H 2.5085 -1.2774 -1.0752 0.00
H 2.7299 0.2912 -1.8783 -0.01
H 4.0127 -0.3351 -0.8056 0.00
N -1.5520 -4.9432 4.0486 0.00
C -1.4863 -4.0421 2.8244 0.00
C -0.9021 -4.8369 1.6709 0.00
C -0.8098 -3.9511 0.4223 0.00
N 0.2423 -2.9402 0.6163 0.00
C -2.1677 -3.3177 0.1213 0.00
C -2.8531 -2.6127 1.2919 0.00
N -2.1817 -1.3470 1.6338 0.00
C -2.8831 -3.5288 2.5214 0.00
H -0.6298 -5.3081 4.2965 0.00
H -2.1601 -5.7463 3.8670 0.00
H -1.9288 -4.4512 4.8614 0.00
H -0.8266 -3.2145 3.0848 0.00
H -1.5418 -5.6996 1.4530 0.00
H 0.0933 -5.2140 1.9222 0.00
H -0.5726 -4.6082 -0.4201 0.00
H 0.0417 -2.1156 0.0564 0.01
H 1.1330 -3.3138 0.3069 0.00
H -2.8363 -4.1086 -0.2281 0.00
H -2.0672 -2.6190 -0.7127 0.00
H -3.8911 -2.4363 0.9903 0.00
H -2.8516 -0.7568 2.1186 0.00
H -1.9564 -0.8570 0.7688 0.00
H -3.5504 -4.3738 2.3180 0.00
H -3.2919 -2.9811 3.3756 0.00
N -0.5868 0.0886 -1.1512 0.04
P -1.5443 0.0023 -2.4295 0.00
C -0.8953 -1.1084 -3.6783 0.00
C -0.1591 -2.2251 -3.2847 -0.01
C 0.2970 -3.1260 -4.2340 0.00
C 0.0182 -2.9139 -5.5783 0.00
C -0.7114 -1.8016 -5.9752 0.00
C -1.1697 -0.8974 -5.0290 0.00
C -1.7344 1.6188 -3.2051 0.00
C -2.9784 2.1468 -3.5430 0.00
C -3.0634 3.4111 -4.1133 0.00
C -1.9118 4.1466 -4.3502 0.00
C -0.6663 3.6189 -4.0254 0.01
C -0.5780 2.3604 -3.4571 0.01
C -3.2063 -0.5463 -2.0113 0.00
C -3.8801 0.0953 -0.9698 0.00
C -5.1824 -0.2575 -0.6597 0.00
C -5.8205 -1.2574 -1.3869 0.00
C -5.1558 -1.9001 -2.4208 0.00
C -3.8515 -1.5431 -2.7387 0.00
H 0.0613 -2.3787 -2.2346 0.00
H 0.8708 -3.9924 -3.9320 0.00
H 0.3743 -3.6161 -6.3201 0.00
H -0.9202 -1.6361 -7.0234 0.00
H -1.7318 -0.0268 -5.3452 0.00
H -3.8819 1.5780 -3.3660 0.00
H -4.0304 3.8167 -4.3784 0.00
H -1.9819 5.1274 -4.8013 0.00
H 0.2317 4.1860 -4.2331 0.00
H 0.3960 1.9417 -3.2242 0.00
H -3.3819 0.8769 -0.4054 0.00
H -5.7097 0.2513 0.1371 0.00
H -6.8419 -1.5266 -1.1526 0.00
H -5.6539 -2.6748 -2.9880 0.00
H -3.3394 -2.0465 -3.5493 0.00
O 1.2101 3.0385 -0.5524 0.03
S 2.6008 3.5034 -0.0386 0.02
C 3.6548 3.5598 -1.5202 0.00
C 5.0822 3.2082 -1.1990 0.00
C 5.6508 2.0728 -1.7670 0.00
C 6.9677 1.7332 -1.4903 0.00
C 7.7223 2.5224 -0.6349 0.00
C 7.1629 3.6595 -0.0687 0.00
C 5.8504 4.0039 -0.3535 0.00
C 2.3807 5.2649 0.2509 0.00
C 1.5428 5.5264 1.4687 0.00
C 0.3342 6.2039 1.3464 0.00
C -0.4276 6.4847 2.4741 0.00
C 0.0104 6.0794 3.7271 0.00
C 1.2177 5.4011 3.8537 0.00
C 1.9836 5.1292 2.7294 0.00
H 3.5416 4.5470 -1.9712 0.00
H 3.2049 2.8235 -2.1867 0.00
H 5.0748 1.4697 -2.4603 0.00
H 7.4094 0.8625 -1.9563 0.00
H 8.7510 2.2636 -0.4244 0.00
H 7.7550 4.2898 0.5808 0.00
H 5.4466 4.9173 0.0694 0.00
H 1.9464 5.6826 -0.6583 0.00
H 3.3965 5.6510 0.3722 0.00
H 0.0035 6.5454 0.3722 0.00
H -1.3515 7.0394 2.3748 0.00
H -0.5713 6.3170 4.6079 0.00
H 1.5791 5.1166 4.8335 0.00
H 2.9441 4.6364 2.8399 0.00
```

Calculated values
net charge	+3
HOMO level (spin up / spin down)	-15.160 / -15.353	eV
gap between HOMO and LUMO (spin up / spin down)	8.784 / 8.977	eV
strongest force on any atom	0.0066	Eh/bohr
E	-3820.308495	Ha
energy above the lowest of the compared OMol25 structures with the same formula, charge and spin	47.00	kJ/mol
⟨S²⟩	0.754
multiplicity	2

***

(7)
ORCA calculation (the ωB97M-V functional and the def2-TZVPD basis) on HO5S2 as an isolated structure.

XYZ file:
```
8
Properties=species:S:1:pos:R:3:nbo_charge:R:1
O 1.2937 0.3192 -1.1642 -0.99
O -0.0411 1.1450 0.7035 -0.93
O -0.6575 1.5702 -1.6038 -0.99
O 0.1094 -1.1954 1.7704 -0.96
O -0.9456 -0.7018 -0.7512 -0.90
S 0.0623 -1.9649 0.4809 0.72
S -0.0715 0.5483 -0.7604 2.55
H 0.2503 0.2794 1.3248 0.52
```

Calculated values
net charge	-1
HOMO level	-3.956	eV
gap between HOMO and LUMO	7.305	eV
strongest force on any atom	0.0774	Eh/bohr
E	-1173.209699	Ha
energy above the lowest of the compared OMol25 structures with the same formula, charge and spin	109.17	kJ/mol